ORCA calculation (ωB97M-V/def2-TZVPD) on an isolated molecule of C7H14.

Structure (XYZ):
```
21
Properties=species:S:1:pos:R:3:forces:R:3
C -0.8135 1.7446 0.8560 -0.064 -0.031 0.072
C -0.2324 1.0335 -0.3478 0.028 0.157 -0.002
C -0.6466 -0.3154 -0.9097 -0.023 -0.069 -0.100
C -1.7677 -1.1789 -0.3647 -0.014 0.031 0.068
C 0.6750 -0.1591 -0.1942 0.082 -0.004 0.036
C 0.8261 -0.7872 1.1778 -0.035 0.005 0.038
C 1.9654 -0.1280 -0.9862 0.018 -0.017 -0.049
H -1.3830 2.6290 0.5502 0.021 -0.180 0.046
H 0.0051 2.0901 1.5027 -0.203 -0.030 -0.076
H -1.4717 1.1188 1.4687 0.106 0.063 -0.146
H 0.0922 1.7325 -1.1192 0.000 -0.121 0.127
H -0.5661 -0.3771 -1.9955 0.027 0.027 0.170
H -1.4734 -2.2366 -0.3557 -0.049 0.179 0.000
H -2.6617 -1.0938 -0.9926 0.135 0.033 0.102
H -2.0622 -0.9125 0.6560 0.083 -0.014 -0.165
H 1.5895 -0.2609 1.7641 -0.083 -0.066 -0.086
H 1.1388 -1.8351 1.0889 -0.024 0.145 0.003
H -0.1028 -0.7691 1.7547 0.158 0.000 -0.090
H 1.8200 0.3417 -1.9659 -0.003 -0.101 0.135
H 2.7165 0.4621 -0.4435 -0.079 -0.103 -0.107
H 2.3805 -1.1306 -1.1455 -0.082 0.096 0.024
```
Forces are in eV/Å.

HOMO, Eh: -0.3464
Lowest unoccupied orbital energy, Eh: 0.0386
Structure (SMILES): C[C@@H]1[C@H](C)C1(C)C
Gap between HOMO and LUMO, hartree: 0.38502
Relative energy (zero: lowest compared OMol25 entry of this formula, charge and spin), kcal per mole: 17.5

natural (NBO) charges, unit e, in atom order: C -0.61; C -0.22; C -0.22; C -0.61; C -0.06; C -0.61; C -0.59; H 0.21; H 0.21; H 0.21; H 0.21; H 0.21; H 0.21; H 0.21; H 0.20; H 0.21; H 0.21; H 0.21; H 0.21; H 0.20; H 0.20

---

ORCA calculation (ωB97M-V/def2-TZVPD) on an isolated molecule of C5H7N3 in a non-equilibrium geometry.

Structure (XYZ):
```
15
Properties=species:S:1:pos:R:3:forces:R:3
N -0.7370 -0.5521 2.5938 2.425 2.386 -2.898
C -0.1467 0.0704 1.7702 -3.684 -2.144 3.454
C 0.4097 0.7326 0.6137 1.741 0.506 0.788
N -0.4205 1.4929 -0.3709 -1.721 0.490 1.330
C -0.6292 0.6579 -1.6455 -3.081 -0.219 0.393
C -0.2184 -0.6396 -1.0584 -1.093 -2.344 0.595
N 0.7954 -1.6900 -0.8464 -0.103 0.467 1.114
C 0.9505 -0.2978 -0.2947 2.789 -0.184 -2.196
H 1.2314 1.4044 0.9107 -0.356 -0.259 0.327
H -1.2813 1.7377 0.1851 0.785 -0.175 -1.563
H -0.0333 1.0701 -2.4667 -0.432 -0.128 0.142
H -1.8020 0.5100 -1.8410 2.613 1.107 -0.127
H -1.0048 -1.0184 -0.3317 0.526 0.797 -1.099
H 1.5413 -1.8863 -1.4983 0.120 0.459 -0.384
H 1.6884 0.2857 -0.9048 -0.530 -0.758 0.126
```
Forces are in eV/Å.

HOMO, Eh: -0.3460
Lowest unoccupied orbital energy, Eh: 0.0298
Structure (SMILES): N#C[C@@H]1NC[C@H]2N[C@H]12
Gap between HOMO and LUMO, hartree: 0.37585
Relative energy (zero: lowest compared OMol25 entry of this formula, charge and spin), kcal per mole: 138.3

natural (NBO) charges, unit e, in atom order: N -0.30; C 0.26; C -0.19; N -0.62; C -0.24; C -0.12; N -0.51; C -0.09; H 0.25; H 0.38; H 0.22; H 0.22; H 0.20; H 0.37; H 0.17

---

ORCA calculation (ωB97M-V/def2-TZVPD) on a structure of composition C19H17CuN5O12 in a non-equilibrium geometry.

Structure (XYZ):
```
54
Properties=species:S:1:pos:R:3:forces:R:3
Cu 0.5667 0.9491 0.3898 -0.205 0.086 -0.110
O 0.2783 2.5871 -3.7128 -0.649 0.305 0.694
C -0.4541 2.1417 -2.6635 0.431 0.404 -0.451
O -0.9581 1.0568 -2.6226 -0.124 -0.185 0.029
C -0.5674 3.1596 -1.5563 0.061 -0.193 -0.423
C -0.6842 4.5170 -1.7965 -0.026 0.045 0.028
C -0.8657 5.3547 -0.7023 0.009 -0.043 0.027
C -0.9093 4.8063 0.5688 0.003 0.011 -0.056
C -0.7341 3.4350 0.7126 -0.058 0.037 0.005
N -0.5724 2.6336 -0.3394 -0.056 0.067 0.350
C -0.7445 2.7718 2.1010 0.026 -0.060 -0.023
O -1.2712 3.4245 3.0050 0.089 -0.133 -0.034
O -0.2334 1.6114 2.1472 -0.157 0.348 0.160
H 0.4696 1.8082 -4.2597 0.134 -0.048 -0.144
H -0.6438 4.8930 -2.8096 0.015 -0.007 0.027
H -0.9727 6.4229 -0.8461 0.001 -0.006 0.005
H -1.0626 5.3961 1.4617 -0.015 0.000 -0.031
O 0.0195 -1.1959 0.7862 -0.025 0.017 -0.151
C -0.9441 -1.8101 1.1957 -0.073 0.088 0.089
C -0.9155 -2.5520 2.5001 -0.029 -0.040 0.066
C -1.5616 -1.5938 3.5303 0.011 0.033 -0.102
C -2.9876 -1.1028 3.2086 0.020 -0.005 -0.027
C -3.0869 0.0337 2.1717 0.056 -0.121 -0.039
C -2.8260 -0.3829 0.7013 0.108 -0.089 0.078
N -2.2044 -1.7196 0.6199 0.045 0.011 -0.074
H 0.1145 -2.7677 2.7788 -0.007 -0.033 -0.011
H -1.4814 -3.4871 2.4322 -0.011 0.027 0.033
H -0.9123 -0.7186 3.6245 -0.002 -0.001 0.028
H -1.5695 -2.1003 4.4970 -0.003 -0.019 0.017
H -3.4101 -0.7167 4.1385 0.005 0.010 0.014
H -3.6234 -1.9547 2.9311 -0.019 0.015 0.022
H -2.3655 0.7967 2.4588 0.016 0.018 0.024
H -4.0779 0.4880 2.2455 -0.001 -0.005 -0.019
H -2.1626 0.3248 0.2082 0.015 0.019 -0.048
H -3.7493 -0.4210 0.1262 -0.036 -0.021 -0.024
H -2.8186 -2.4071 1.0320 -0.025 0.034 0.034
O 3.8655 -4.8797 -3.2271 0.004 -0.040 -0.067
N 3.9578 -4.3900 -2.1131 -0.167 0.299 0.020
O 4.5458 -4.9189 -1.1860 0.027 -0.041 0.064
C 3.3296 -3.0987 -1.8842 0.160 -0.215 -0.129
C 3.3843 -2.5234 -0.6299 -0.066 0.079 0.120
C 2.8226 -1.2870 -0.4152 0.039 0.056 0.393
C 2.1882 -0.5113 -1.4665 0.257 -0.360 0.151
O 1.6745 0.6044 -1.3488 -0.292 0.587 0.261
C 2.1653 -1.2152 -2.7233 -0.194 0.200 -0.345
C 2.6938 -2.4473 -2.9409 -0.055 -0.167 -0.147
N 1.5501 -0.5283 -3.8782 0.541 -0.905 -0.106
O 0.8060 -1.1714 -4.5956 -0.002 0.179 0.249
O 1.9153 0.6081 -4.1124 -0.045 0.062 -0.013
N 2.8471 -0.7909 0.9649 -0.056 -0.087 -0.465
O 2.5718 0.3887 1.1514 0.296 -0.211 0.125
O 3.1158 -1.5720 1.8659 0.028 0.041 -0.116
H 3.8586 -3.0390 0.1907 -0.013 -0.026 0.015
H 2.6293 -2.9098 -3.9156 0.012 -0.016 0.024
```
Forces are in eV/Å.

HOMO, Eh: -0.1640
Lowest unoccupied orbital energy, Eh: 0.0747
Total charge: -1
Gap between HOMO and LUMO, hartree: 0.23867
Relative energy (zero: lowest compared OMol25 entry of this formula, charge and spin), kcal per mole: 0.0

natural (NBO) charges, unit e, in atom order: Cu 0.93; O -0.69; C 0.78; O -0.57; C 0.09; C -0.23; C -0.18; C -0.21; C 0.11; N -0.47; C 0.74; O -0.70; O -0.82; H 0.51; H 0.23; H 0.21; H 0.24; O -0.64; C 0.73; C -0.50; C -0.40; C -0.40; C -0.45; C -0.23; N -0.63; H 0.24; H 0.20; H 0.24; H 0.20; H 0.22; H 0.17; H 0.25; H 0.20; H 0.24; H 0.19; H 0.36; O -0.41; N 0.54; O -0.41; C -0.09; C -0.11; C -0.11; C 0.51; O -0.70; C -0.08; C -0.13; N 0.55; O -0.37; O -0.40; N 0.53; O -0.41; O -0.41; H 0.27; H 0.26

---

ORCA calculation (ωB97M-V/def2-TZVPD) on an isolated molecule of C3H2ClNO in a non-equilibrium geometry.

Structure (XYZ):
```
8
Properties=species:S:1:pos:R:3:forces:R:3
N 2.6270 -0.0974 -0.0104 -1.467 0.221 -0.673
C 1.4930 0.1399 -0.0824 -0.298 0.590 2.027
C 0.0314 0.4170 0.3357 0.488 -2.011 -1.123
Cl -0.6124 1.9907 -0.1035 0.215 0.238 -0.370
C -0.8643 -0.7004 -0.3352 -2.340 0.489 -0.011
O -1.9653 -0.9514 0.1471 2.789 0.238 -1.046
H -0.1820 0.3085 1.4033 0.835 -0.044 -0.100
H -0.5275 -1.1069 -1.3545 -0.223 0.278 1.296
```
Forces are in eV/Å.

HOMO, Eh: -0.4021
Lowest unoccupied orbital energy, Eh: -0.0172
Structure (SMILES): N#C[C@@H](Cl)C=O
Gap between HOMO and LUMO, hartree: 0.38491
Relative energy (zero: lowest compared OMol25 entry of this formula, charge and spin), kcal per mole: 20.7

natural (NBO) charges, unit e, in atom order: N -0.26; C 0.24; C -0.40; Cl 0.05; C 0.42; O -0.47; H 0.28; H 0.15

---

ORCA calculation (ωB97M-V/def2-TZVPD) on an isolated molecule of C5H8N2 in a non-equilibrium geometry.

Structure (XYZ):
```
15
Properties=species:S:1:pos:R:3:forces:R:3
C -1.2607 0.9051 -0.6684 -0.036 -0.028 -0.016
C -0.1766 0.0992 0.0182 0.004 -0.024 0.025
C 1.2610 0.3404 -0.4668 0.033 0.006 -0.065
C 1.9733 -0.9410 -0.5432 0.719 -0.710 -0.169
N 2.5288 -1.9505 -0.6252 -0.332 0.968 0.035
C -0.3526 -0.2880 1.4383 -0.085 0.163 0.251
N -0.3542 -1.2986 0.3984 -0.247 -0.212 -0.111
H -1.2041 1.9660 -0.3911 0.081 -0.210 -0.033
H -1.1871 0.8471 -1.7603 0.021 -0.084 0.154
H -2.2533 0.5462 -0.3767 0.146 0.020 0.003
H 1.8052 1.0106 0.2067 -0.073 -0.047 -0.092
H 1.2801 0.7981 -1.4627 -0.067 -0.075 0.139
H -1.3000 -0.0471 1.9137 0.101 0.090 -0.033
H 0.5059 -0.2934 2.1048 -0.059 -0.084 -0.036
H -1.2656 -1.6942 0.2144 -0.208 0.226 -0.051
```
Forces are in eV/Å.

HOMO, Eh: -0.3582
Lowest unoccupied orbital energy, Eh: 0.0282
Structure (SMILES): C[C@@]1(CC#N)CN1
Gap between HOMO and LUMO, hartree: 0.38641
Relative energy (zero: lowest compared OMol25 entry of this formula, charge and spin), kcal per mole: 35.7

natural (NBO) charges, unit e, in atom order: C -0.62; C 0.08; C -0.52; C 0.30; N -0.32; C -0.25; N -0.58; H 0.22; H 0.22; H 0.22; H 0.25; H 0.25; H 0.19; H 0.20; H 0.36

---

ORCA calculation (ωB97M-V/def2-TZVPD) on the ion C7H14P with charge +1 in a non-equilibrium geometry.

Structure (XYZ):
```
22
Properties=species:S:1:pos:R:3:forces:R:3
C -0.5088 1.0222 0.0767 0.730 -0.457 -1.233
C -1.6147 0.2541 -0.0359 5.250 -2.798 -0.098
C -1.3033 -1.2623 -0.1778 -2.859 0.311 -0.550
C 0.1752 -1.5197 -0.4051 0.219 -3.249 1.719
C -2.9028 0.6794 0.1540 -4.636 1.114 2.088
C 2.2150 0.5521 -1.1800 -0.404 -0.746 -3.208
C 1.9321 0.1909 1.4809 -0.907 2.061 -0.486
P 0.9650 -0.0059 -0.0357 -0.434 1.922 0.239
H -0.4490 2.1119 0.0375 -0.208 -0.329 0.434
H -1.7856 -1.7252 0.7075 0.711 -0.030 -0.239
H -1.9616 -1.6723 -1.0280 1.123 0.626 1.007
H 0.6013 -2.3023 0.3688 -0.900 1.293 -1.525
H 0.3033 -1.9787 -1.3964 0.502 0.604 0.291
H -3.7698 0.0195 -0.0754 0.943 0.136 0.298
H -3.0305 1.5469 -0.4105 -0.563 1.646 -1.118
H -2.9862 1.0921 1.2061 -0.229 -0.742 -0.916
H 3.0584 -0.1328 -1.3639 0.039 0.253 1.199
H 2.4319 1.4873 -0.7041 0.944 0.700 -0.487
H 1.9626 0.6485 -2.3205 -0.473 0.368 2.302
H 2.7981 -0.3146 1.2486 2.104 -1.787 0.217
H 1.5482 0.0712 2.4905 -0.235 -0.353 -0.317
H 2.3212 1.2376 1.3626 -0.718 -0.542 0.381
```
Forces are in eV/Å.

HOMO, Eh: -0.5021
Lowest unoccupied orbital energy, Eh: -0.1008
Total charge: +1
Gap between HOMO and LUMO, hartree: 0.40131
Relative energy (zero: lowest compared OMol25 entry of this formula, charge and spin), kcal per mole: 4.3

natural (NBO) charges, unit e, in atom order: C -0.62; C 0.17; C -0.45; C -0.81; C -0.70; C -1.00; C -0.95; P 1.58; H 0.26; H 0.25; H 0.25; H 0.29; H 0.30; H 0.25; H 0.26; H 0.27; H 0.29; H 0.26; H 0.30; H 0.25; H 0.28; H 0.26